The following is a quantum chemistry calculation of a 10-piece molecular cluster, C24H52O24 overall in a non-equilibrium geometry, from the Open Molecules 2025 dataset.

Calculated values
HOMO-LUMO gap	10.035	eV
HOMO	-9.7	eV
structure (SMILES)	O=C1OCCO1.O=C1OCCO1.O=C1OCCO1.O=C1OCCO1.OCCO.OCCO.OCCO.OCCO.OCCO.OCCO
M	724.7	g mol⁻¹
net charge	0

```
100
Properties=species:S:1:pos:R:3:forces:R:3
O -4.0510 -0.7140 0.6282 -0.10 -1.75 0.21
O 2.5089 -1.0417 3.0860 1.23 -0.02 1.20
O 0.0697 -1.6869 -1.0605 -1.21 0.80 -0.39
O -1.5905 0.7080 -4.1014 -0.19 0.27 -0.63
O -4.7775 -2.8742 0.8623 0.46 2.24 -0.05
O -1.9803 -1.7102 4.2027 0.09 -0.33 -0.33
O 4.0385 -0.4353 4.6282 -0.02 0.32 0.21
O 5.8175 -0.2893 -0.6001 0.30 -0.82 0.09
O -3.3662 -2.3764 -3.6205 -0.63 -0.04 -0.48
O 4.3567 -2.2436 3.3552 2.51 -3.04 -0.76
O -0.1293 -2.8494 3.5282 -1.24 0.36 0.00
O -3.1138 2.3032 1.6524 -0.28 0.44 0.52
O 1.2680 4.3342 -2.4362 -0.21 1.03 0.36
O 2.8574 -0.6500 -1.1240 0.88 -0.07 0.99
O -3.4605 -2.3351 -0.8787 -1.22 1.10 2.18
O -5.3381 2.0697 2.0000 0.13 0.47 0.44
O 0.7951 0.4319 0.4491 -0.33 -0.58 -0.74
O -1.9950 -2.8696 2.2279 1.31 0.19 0.81
O 4.1003 4.9318 1.1263 0.25 -0.35 0.70
O 1.3802 2.5312 1.8170 1.16 0.64 -0.24
O -1.3748 4.3757 -1.3175 0.45 1.90 0.20
O 1.8538 -3.3898 -5.9615 0.30 0.11 -0.42
O -4.2346 3.9609 2.6156 -1.17 -0.47 -0.16
O 1.3430 -2.0973 -3.4767 0.33 -0.31 0.10
C -0.5836 0.1360 0.2683 -0.62 -0.07 0.01
C 2.3613 3.2423 1.0052 -0.76 -0.17 0.29
C -0.8418 -0.5238 -1.0246 0.85 -0.33 -1.83
C -2.2290 3.4564 1.7000 0.91 -0.52 -1.98
C 4.8107 -0.6707 0.3171 0.24 0.88 1.16
C 2.0673 -4.0401 -4.7346 -0.17 -0.75 0.31
C 0.3221 3.3504 -2.7297 -0.03 -2.54 -0.24
C -5.2471 -2.1406 2.0264 0.72 -2.40 1.38
C -1.4317 -2.4126 3.4121 0.59 -0.48 -1.04
C 3.0429 0.6096 4.6137 -0.04 -0.20 0.66
C -3.3226 -0.9649 -3.7427 1.28 -0.58 0.73
C -4.3380 2.7092 2.1178 0.86 0.19 -1.00
C 1.9062 -0.0585 3.9244 -1.89 -0.80 -0.34
C 3.7308 -1.3409 3.6959 -3.03 2.44 -0.49
C -1.9176 -0.6711 -4.2279 0.04 0.49 0.72
C -4.5908 -0.8185 1.9844 0.12 2.01 -0.39
C -2.8733 4.3486 2.6657 -0.14 0.96 1.54
C -4.0532 -1.9674 0.1450 1.00 -1.62 -2.29
C 0.1877 -3.7335 2.4605 -0.36 -0.74 -0.22
C -0.9597 -3.5824 1.4572 -1.43 -1.35 0.50
C 3.3799 3.9462 1.8902 -0.13 -0.31 0.01
C 3.7275 -1.4736 -0.2827 -0.90 -1.36 -1.61
C 1.1004 -3.4814 -3.7630 -1.17 0.51 -0.02
C -0.6713 3.2214 -1.5688 0.83 -2.03 -1.37
H 1.1040 -4.0187 -2.8130 -0.06 0.01 -0.13
H -0.7291 5.1066 -1.4574 -0.75 -0.51 0.26
H -0.8045 -3.0948 0.4867 0.30 0.22 0.59
H -1.2195 1.0463 0.3270 0.48 -0.59 0.37
H -3.4144 -2.5930 -2.6822 -0.09 0.04 0.13
H 1.2697 0.5149 3.2759 0.10 0.81 -0.09
H 3.0504 -3.8566 -4.3472 0.87 0.00 0.07
H 0.1159 -3.5056 -4.2535 -0.08 -0.46 0.43
H -1.8420 -0.9965 -5.2632 0.40 -0.27 -0.07
H -1.3423 -4.6090 1.2698 -0.10 0.76 -0.12
H 3.5758 5.5860 0.6481 -0.48 -0.44 0.39
H 4.1531 3.2489 2.2578 -0.23 0.33 -0.19
H 1.0922 -3.4359 1.9919 1.04 0.38 -0.05
H 2.8518 2.6413 0.2030 -0.50 0.11 0.67
H -1.2166 -1.1688 -3.5609 0.02 -0.36 -0.36
H 2.4354 -1.2326 -1.7551 -0.26 -0.22 -0.39
H -0.1226 2.7563 -0.7474 0.21 0.71 0.67
H -0.9256 -0.6605 0.9161 0.00 0.30 1.36
H 0.1225 -1.9646 -1.9912 0.18 0.20 0.31
H 4.3540 0.2196 0.7897 0.22 -0.21 -0.01
H -0.6409 0.1792 -1.8378 0.60 -0.13 -0.25
H 3.1275 -2.0812 0.4116 0.11 0.71 0.36
H 2.8027 4.2826 2.7909 0.64 0.41 -0.70
H -2.2736 3.9852 0.7304 0.09 -0.69 0.09
H -2.7925 5.4082 2.4061 -0.03 -0.23 0.02
H -4.8680 -2.7293 2.9043 -0.61 0.54 -0.65
H -6.3179 -2.1042 2.0412 -0.56 -0.06 -0.21
H -2.0946 1.1247 -4.8079 0.13 0.49 0.14
H 4.2022 -2.2464 -0.9122 -0.01 0.33 -0.11
H 2.7804 0.8514 5.6465 0.27 0.13 -0.19
H 1.3292 -0.0832 -0.2158 -0.09 0.37 0.65
H -3.7840 -0.6851 2.6970 0.24 -0.22 -0.06
H 0.8830 2.3743 -2.8009 -0.72 0.49 0.15
H 0.3001 -4.7904 2.8327 -0.25 1.12 -0.19
H -1.8779 -0.8109 -1.2138 0.08 -0.21 0.70
H 5.6267 0.5614 -0.9592 -0.34 0.80 -0.40
H -0.1825 3.4290 -3.7157 0.12 0.61 0.50
H -1.3719 2.4221 -1.8293 -0.21 0.20 -0.29
H -2.5738 4.2106 3.6953 0.40 0.01 0.33
H -4.0058 -0.5748 -4.4765 -0.80 -0.06 -0.20
H 2.6058 -3.6186 -6.5164 -0.15 0.20 -0.25
H -3.4682 -0.4855 -2.7668 -0.19 0.06 -0.24
H 1.8257 4.0672 0.5370 -0.14 0.01 -0.52
H 1.1517 1.6810 1.3851 0.30 0.20 -0.29
H 3.4128 1.4662 4.0818 0.33 0.40 -0.20
H 1.8953 4.3614 -3.1515 0.37 0.16 -0.29
H -5.2680 0.0287 2.0872 0.03 -0.32 0.06
H 1.8930 -5.1254 -4.8161 0.11 0.18 0.00
H 1.2125 -0.5415 4.6353 0.44 -0.13 -0.10
H -1.1765 3.1446 1.8591 -0.72 0.10 0.27
H 5.3259 -1.2445 1.1005 -0.35 0.04 -0.15
H 1.2585 -1.6639 -4.3289 0.09 0.41 -0.16
```
Forces are in eV/Å.

Here are the Mulliken charges for atoms 1 to 8, given in e:
1. O -0.1294
2. O 0.0147
3. O -0.2971
4. O -0.4623
5. O -0.3922
6. O -0.5668
7. O -0.3952
8. O -0.6088